1.
17
Properties=species:S:1:pos:R:3:forces:R:3:mulliken_charge:R:1 method="wB97M-V/def2-TZVPD" e_above_lowest_kcal_mol=113.2 multiplicity=1 orbital_gap_ev=8.809
C 1.32477 0.46260 1.02944 -1.0 3.1 3.6 -0.748
C 1.07016 -0.57966 0.11737 0.8 -5.7 -4.9 -0.179
C -0.27222 0.15906 1.16965 0.6 1.6 -1.7 -0.360
C -1.05830 0.91407 -0.04374 0.4 1.4 1.8 -0.166
C -1.21904 -0.15426 -1.08990 -2.7 -0.3 -2.2 -1.060
C 0.25330 -0.14551 -1.13998 3.3 -0.5 -5.1 -0.076
H 1.68313 1.50982 0.80336 -0.7 -1.5 -0.3 0.314
H 1.81294 0.15790 1.97599 -0.3 -0.2 -0.7 0.312
H 1.78505 -1.37857 -0.16033 0.6 0.9 -0.3 0.454
H -0.50318 -1.90415 0.43267 -1.2 -0.3 -0.6 0.275
H -0.68289 0.32696 2.08261 -1.6 0.8 2.6 0.688
H -1.70753 1.61950 0.52636 -0.3 -0.5 -1.4 0.477
H -1.56522 0.19031 -2.19715 0.3 -0.7 3.0 0.264
H -1.72622 -1.08828 -0.87561 -0.3 -0.2 0.4 0.315
H 0.58157 -0.49035 -2.17592 0.3 -0.5 1.7 0.469
N 0.04057 -1.22987 0.89775 1.8 0.9 2.4 -0.683
S 0.18309 1.63043 -1.35257 0.0 1.7 1.8 -0.297



2.
19
Properties=species:S:1:pos:R:3:forces:R:3:mulliken_charge:R:1 method="wB97M-V/def2-TZVPD" e_above_lowest_kcal_mol=101.7 multiplicity=1 orbital_gap_ev=8.441
C 2.33189 1.07384 -0.67111 1.6 2.2 0.6 -0.769
N 1.33313 0.50696 0.33933 -0.6 -0.7 -2.5 -0.418
C 0.64647 -0.74662 -0.38092 1.1 4.2 -2.2 -0.588
C -0.47249 -1.34719 0.33900 0.8 -1.5 2.8 -0.348
C -1.16596 -0.31279 1.14027 -0.7 2.8 4.3 -0.816
C -2.00847 0.73477 0.39852 -0.6 -2.3 -2.1 0.441
S -1.57951 2.26752 0.21461 -0.3 1.0 0.5 -0.281
S -3.15649 0.02310 -0.76930 1.2 -2.1 1.3 -0.171
H 1.82912 1.37329 -1.66862 0.9 -0.6 1.4 0.279
H 3.26887 0.45495 -0.83005 -1.7 -0.1 0.0 0.298
H 2.99475 2.07901 -0.26302 -2.6 -2.4 -0.7 0.243
H 0.50245 1.16702 0.30562 1.9 -0.5 0.2 -0.003
H 0.14423 -0.22290 -1.37256 1.4 -1.6 1.9 0.202
H 1.40285 -1.46051 -0.63503 0.5 -0.2 -0.4 0.482
H -0.24701 -2.21169 1.15774 0.0 1.8 -2.4 0.369
H -1.13064 -1.69425 -0.43009 -0.2 -1.1 -0.2 0.239
H -1.65653 -1.02734 1.99560 0.3 2.8 -1.7 0.252
H -0.48430 0.64476 1.58561 -1.1 -3.9 0.0 0.425
H -2.55236 -1.30191 -0.45560 -2.1 2.2 -0.9 0.164



3.
12
Properties=species:S:1:pos:R:3:forces:R:3:mulliken_charge:R:1 method="wB97M-V/def2-TZVPD" e_above_lowest_kcal_mol=81.8 multiplicity=1 orbital_gap_ev="7.361 / 6.246"
C -1.28226 -0.22816 0.34784 -0.7 -0.5 -0.1 -0.308
C -1.19550 -1.04649 -0.78022 -0.5 0.3 1.3 -0.062
C 1.99667 1.59532 0.09720 -1.0 0.4 1.9 -0.036
C 0.95630 -0.39728 0.40249 -0.2 2.2 -2.6 0.022
N 2.14252 0.33985 0.25964 0.0 -1.0 -0.6 -0.523
N -0.18008 0.19896 0.92355 -0.5 1.5 -0.6 -0.524
S 0.30563 -1.45305 -1.22407 2.7 0.3 -0.3 -0.160
S 0.50316 2.46343 0.26990 0.4 -0.6 -0.4 -0.142
H -2.22553 -0.00823 0.79132 -0.6 0.4 0.2 0.417
H -1.96898 -1.60639 -1.23227 -1.2 0.1 -0.3 0.388
H 2.89933 2.13193 0.31044 0.5 0.8 -0.8 0.367
H 1.06784 -1.18880 0.98836 1.2 -3.9 2.4 0.562



4.
16
Properties=species:S:1:pos:R:3:forces:R:3:mulliken_charge:R:1 method="wB97M-V/def2-TZVPD" e_above_lowest_kcal_mol=57.6 multiplicity=1 orbital_gap_ev=8.211
C -1.55340 1.25381 0.79555 0.9 -1.0 -0.7 -0.727
C -2.35043 0.28325 1.29943 1.1 0.9 -3.9 -0.402
C -1.94694 0.04701 -1.16421 -0.3 -1.8 1.5 -0.371
C -1.19207 0.96913 -0.57688 1.2 2.7 0.4 0.689
C 3.33173 -1.95290 0.87863 1.6 -0.3 -0.5 -0.388
C -0.11182 1.63217 -1.35409 -1.0 0.1 0.4 -0.389
N 2.32914 -1.76698 0.09038 -1.4 2.2 -0.6 0.315
N 1.42590 -1.34073 -0.46594 1.3 -1.3 0.4 -0.383
S -2.87509 -0.76788 0.05644 -0.3 -0.5 -0.8 -0.136
S 0.71718 2.92374 -0.89615 0.4 0.4 0.3 -0.269
H -1.11449 2.05155 1.34250 0.2 0.5 0.4 0.397
H -2.75087 0.27824 2.21030 -1.6 -0.3 3.5 0.544
H -1.59158 -0.37961 -2.05926 -0.5 -0.7 -1.1 0.387
H 3.23050 -2.69320 1.60151 -0.6 -1.1 1.2 0.242
H 4.38209 -1.80483 0.60139 -0.8 0.5 -0.5 0.229
H 0.07014 1.26723 -2.35961 -0.1 -0.4 0.0 0.262